(1)
Here is a structure of composition C19H16CoN5 from the OMol25 dataset. Energies are from ωB97M-V/def2-TZVPD.

Geometry as XYZ:
```
41
Properties=species:S:1:pos:R:3
Co 0.657 -0.142 0.666
C -1.107 4.757 1.233
C 0.066 4.064 1.533
C 0.332 2.878 0.890
C -0.549 2.360 -0.093
C -1.747 3.059 -0.358
C -2.008 4.240 0.303
N -0.181 1.168 -0.648
C -0.602 0.636 -1.838
C -1.239 1.321 -2.883
C -1.577 0.646 -4.042
C -1.279 -0.707 -4.213
C -0.584 -1.394 -3.227
C -0.248 -0.722 -2.067
N 0.527 -1.267 -1.035
N 1.257 -2.248 -1.224
C 2.116 -2.476 -0.114
C 2.909 -3.603 -0.117
C 3.793 -3.781 0.942
C 3.853 -2.821 1.939
C 3.024 -1.713 1.858
N 2.164 -1.534 0.852
H -1.327 5.689 1.736
H 0.766 4.462 2.254
H 1.281 2.374 1.074
H -2.497 2.643 -1.014
H -2.934 4.762 0.106
H -1.416 2.384 -2.826
H -2.066 1.187 -4.840
H -1.558 -1.210 -5.128
H -0.298 -2.429 -3.350
H 2.831 -4.307 -0.932
H 4.431 -4.653 0.978
H 4.536 -2.915 2.770
H 3.055 -0.942 2.618
C -2.760 -1.802 3.318
C -1.694 -1.294 2.481
N -0.852 -0.892 1.818
H -2.481 -1.684 4.365
H -2.921 -2.856 3.096
H -3.671 -1.238 3.117
```

As for the total charge: +2. Its expectation value of S² is 6.062. The gap between HOMO and LUMO (spin up / spin down) is 6.698 / 6.402 eV. The value obtained for the HOMO energy (spin up / spin down) is -0.521 / -0.551 hartree. The multiplicity is 5. The calculation puts the LUMO energy (spin up / spin down) at -7.5 / -8.6 eV. The electronic energy is -65024.59931 eV. The energy above the lowest of the compared OMol25 structures with the same formula, charge and spin is 11.4 kJ/mol.

Atomic partial charges in e from the natural (NBO) method, atoms 1 to 8: Co 1.48; C -0.12; C -0.21; C -0.16; C 0.10; C -0.19; C -0.18; N -0.51



(2)
Here is a structure of composition C19H16F2NO6S2 in a non-equilibrium geometry from the OMol25 dataset. Energies are from ωB97M-V/def2-TZVPD.

Geometry as XYZ:
```
46
Properties=species:S:1:pos:R:3
C 3.762 0.927 3.729
C 3.246 1.974 2.759
O 2.222 1.313 1.944
C 1.639 2.079 0.991
C 0.307 1.489 0.519
S -0.943 2.725 0.413
C -2.391 1.878 1.133
C -3.196 1.017 0.375
C -4.304 0.407 0.975
C -4.577 0.598 2.331
C -3.749 1.430 3.084
C -2.641 2.039 2.497
O -0.723 3.765 1.393
O -1.128 3.060 -0.971
O 2.148 3.077 0.521
H 4.626 1.336 4.261
H 3.009 0.673 4.486
H 4.083 0.016 3.213
H 2.764 2.821 3.284
H 4.067 2.370 2.136
H -0.048 0.807 1.290
H -2.968 0.847 -0.678
H -4.966 -0.222 0.384
H -5.431 0.120 2.807
H -3.954 1.618 4.135
H -1.993 2.666 3.109
F -1.822 -2.132 -6.331
C -1.305 -3.019 -5.393
F -0.201 -3.662 -5.936
S -0.984 -1.954 -3.852
N -0.144 -3.360 -2.976
C 1.310 -3.123 -3.170
O 1.874 -3.295 -4.223
C 1.812 -2.516 -1.906
C 0.734 -2.488 -1.007
C 0.484 -1.375 -0.193
C 1.168 -0.244 -0.630
C 2.411 -0.305 -1.250
C 2.820 -1.519 -1.837
C -0.471 -3.128 -1.597
O -1.549 -3.347 -1.065
H -2.050 -3.772 -5.113
H -0.342 -1.368 0.529
H 0.583 0.823 -0.570
H 3.009 0.609 -1.305
H 3.799 -1.657 -2.295
```

As for the total charge: -1. The gap between HOMO and LUMO is 5.519 eV. The value obtained for the HOMO energy is -0.117 hartree. The calculation puts the LUMO energy at 2.3 eV. The electronic energy is -60838.90357 eV. The energy above the lowest of the compared OMol25 structures with the same formula, charge and spin is 0.0 kJ/mol.

Atomic partial charges in e from the natural (NBO) method, atoms 1 to 8: C -0.62; C -0.07; O -0.55; C 0.80; C -0.95; S 2.18; C -0.21; C -0.23



(3)
Here is an isolated molecule of C19H16F2O3 in a non-equilibrium geometry from the OMol25 dataset. Energies are from ωB97M-V/def2-TZVPD.

Geometry as XYZ:
```
40
Properties=species:S:1:pos:R:3
C 0.491 5.726 -0.922
C -0.439 4.834 -0.067
C -1.750 5.625 0.060
O 0.140 4.673 1.225
C -0.662 3.436 -0.748
C -1.662 2.575 0.042
C -1.043 1.231 -0.041
C -1.528 -0.028 0.232
C -0.676 -1.163 0.201
C -0.802 -2.560 0.515
C 0.409 -3.163 0.200
C 0.820 -4.604 0.305
C -0.128 -5.594 0.716
C 0.333 -6.924 0.794
F -0.528 -7.947 1.132
C 1.664 -7.269 0.478
C 2.558 -6.321 -0.009
F 3.799 -6.636 -0.487
C 2.155 -4.978 -0.031
O 1.273 -2.190 -0.170
C 0.634 -0.980 -0.177
C 1.085 0.264 -0.546
C 0.238 1.352 -0.480
O 0.569 2.639 -0.781
H 0.132 5.786 -1.975
H 0.580 6.752 -0.509
H 1.471 5.255 -0.898
H -1.590 6.627 0.516
H -2.461 5.083 0.649
H -2.169 5.805 -0.913
H 0.961 4.133 1.119
H -1.006 3.623 -1.782
H -2.660 2.651 -0.375
H -1.710 2.911 1.082
H -2.565 -0.066 0.531
H -1.649 -3.055 0.952
H -1.161 -5.339 0.954
H 1.973 -8.304 0.566
H 2.814 -4.256 -0.437
H 2.091 0.399 -0.921
```

The gap between HOMO and LUMO is 7.907 eV. Its structure (SMILES) is CC(C)(O)[C@@H]1Cc2cc3cc(-c4cc(F)cc(F)c4)oc3cc2O1. The value obtained for the HOMO energy is -0.288 hartree. The calculation puts the LUMO energy at 0.1 eV. The electronic energy is -31539.51762 eV.

Atomic partial charges in e from the natural (NBO) method, atoms 1 to 8: C -0.63; C 0.24; C -0.62; O -0.73; C 0.09; C -0.47; C -0.02; C -0.19



> What is the electronic energy in the third record?

-31539.51762 eV



> electronic energy of number 1 (C19H16CoN5)?

-65024.59931 eV



> Among the records above, which one has the lowest electronic energy?

C19H16CoN5